# C4H3ClO2

One molecule with the formula C4H3ClO2 (ωB97M-V/def2-TZVPD, the Open Molecules 2025 dataset).

```
10
Properties=species:S:1:pos:R:3
O -1.85116 1.08749 -0.98134
C -0.77057 0.63384 -0.41404
C 0.31261 1.00683 0.25921
C 1.06269 -0.12057 0.72933
C 0.42362 -1.24452 0.32540
Cl 0.96785 -2.84725 0.54984
O -0.68928 -1.08942 -0.34737
H -2.03629 0.60687 -1.79934
H 0.59995 2.03056 0.40597
H 1.98057 -0.06383 1.27234
```

Kohn-Sham gap	0.322	Eh
SMILES	Oc1ccc(Cl)o1
F_max	3.911	eV/A
energy above the lowest of the compared OMol25 structures with the same formula, charge and spin	136.1	kJ/mol

---

# C8H25BCuNO4PSi2

C8H25BCuNO4PSi2 as an isolated structure (ωB97M-V/def2-TZVPD, the Open Molecules 2025 dataset).

```
43
Properties=species:S:1:pos:R:3
C 0.10782 -2.27228 2.70828
C -1.39776 -1.92118 2.69773
C -1.85042 -1.10194 1.45413
C -2.40154 -1.93955 0.28528
C -1.30803 -1.97400 -0.81996
C -1.70379 -1.22038 -2.09498
C -0.77746 0.00322 -2.29244
C -1.16300 1.16845 -1.32260
Si 0.32275 1.92324 -0.41182
O 1.47370 0.71288 -0.27691
Si 3.04013 1.22959 0.04493
O 3.81257 1.93353 -1.26294
B 3.72323 1.24767 -2.44369
O 3.11422 0.00305 -2.57596
O 4.26725 1.83187 -3.56805
P -0.36362 2.40907 1.69290
N -0.24585 3.93372 2.09254
H 0.74221 -1.46199 2.33276
H 0.39348 -2.45922 3.74186
H 0.31882 -3.19992 2.18974
H -1.96954 -2.83399 2.80878
H -1.60166 -1.32908 3.64181
H -1.06032 -0.45370 1.04392
H -2.69292 -0.48160 1.77968
H -3.30588 -1.46041 -0.06905
H -2.63736 -2.94520 0.61805
H -1.14037 -3.02039 -1.06685
H -0.36088 -1.61803 -0.42072
H -2.75117 -0.93185 -2.13651
H -1.53372 -1.87467 -2.94787
H 0.25364 -0.33226 -2.21471
H -0.91918 0.33867 -3.31803
H -1.92289 0.81833 -0.62366
H -1.62625 1.95692 -1.91521
H 0.80623 3.16924 -1.01939
H 3.82099 0.05981 0.47464
H 2.95472 2.23925 1.11508
H 3.79900 -0.67551 -2.56760
H 3.56839 2.12548 -4.15964
H -1.71853 1.96747 1.83367
H 0.48713 1.64969 2.61209
H 0.12077 4.45258 1.30076
Cu -0.67487 0.33337 3.05992
```

Kohn-Sham gap	0.291	Eh
total charge	+1
F_max	2.951	eV/A

---

# C39H36As2NO3PdS

C39H36As2NO3PdS as an isolated structure (ωB97M-V/def2-TZVPD, the Open Molecules 2025 dataset).

```
83
Properties=species:S:1:pos:R:3
Pd -2.04246 -1.31935 0.88881
C 1.23952 0.57783 1.07965
C 1.00102 -0.88705 0.74505
As 1.61419 -1.68306 -0.94137
C 3.27381 -0.64397 -1.09418
C 4.28490 -0.98566 -0.19555
C 5.49671 -0.31103 -0.19167
C 5.72770 0.70371 -1.10980
C 4.73665 1.04074 -2.01802
C 3.51570 0.37814 -2.00590
C 0.52481 -0.83956 -2.31955
C 0.97007 -0.94789 -3.63701
C 0.22747 -0.41878 -4.68029
C -0.98472 0.20917 -4.42270
C -1.45278 0.28707 -3.12233
C -0.70271 -0.23682 -2.07721
As 0.94149 2.01774 -0.24867
C 1.81174 3.34812 0.90281
C 1.14667 4.12264 1.84722
C 1.84969 5.01465 2.64652
C 3.22424 5.13917 2.51490
C 3.89751 4.36648 1.57973
C 3.19304 3.48064 0.77638
C -0.90640 2.56801 0.04497
C -1.84086 1.86928 0.79641
C -3.16206 2.29889 0.87712
C -3.54799 3.46233 0.23255
C -2.61883 4.17915 -0.51309
C -1.31378 3.72456 -0.61835
H 2.30185 0.73272 1.29553
H 0.69089 0.84220 1.98940
H -0.05651 -1.18202 0.91260
H 1.53456 -1.49196 1.48875
H 4.12495 -1.78887 0.51712
H 6.26268 -0.58446 0.52395
H 6.67602 1.22679 -1.11591
H 4.90511 1.83658 -2.73364
H 2.73908 0.67754 -2.69682
H 1.90752 -1.44862 -3.85931
H 0.59092 -0.50617 -5.69740
H -1.56986 0.61658 -5.23801
H -2.41142 0.73847 -2.90122
H -1.12952 -0.20717 -1.07420
H 0.07401 4.02684 1.96130
H 1.31773 5.61085 3.37822
H 3.76990 5.83547 3.14008
H 4.97179 4.45417 1.47001
H 3.72865 2.88118 0.04517
H -1.60304 0.93680 1.30556
H -3.87185 1.68246 1.41661
H -4.57460 3.80305 0.29031
H -2.91509 5.08413 -1.03061
H -0.60764 4.28059 -1.22809
O -3.74776 -2.57791 2.93607
C -3.74475 -1.36801 2.64391
O -4.32763 -0.77825 1.69065
C -3.00907 -0.43086 3.60093
C -3.75128 0.35105 4.49071
C -3.09193 1.18865 5.36619
C -1.70354 1.23844 5.32825
C -1.05383 0.44334 4.40126
N -1.67675 -0.37448 3.55382
H -4.83106 0.28972 4.46895
H -3.64839 1.80010 6.06706
H -1.13565 1.87908 5.98959
H 0.02999 0.46584 4.32309
C -3.08960 -4.31848 0.05677
S -2.18780 -3.11279 -0.91619
O -3.16371 -2.54415 -1.88504
C -1.19772 -4.25354 -1.89280
C -0.16147 -4.96559 -1.30720
C 0.61993 -5.79730 -2.09161
C 0.37331 -5.89763 -3.45622
C -0.65154 -5.16229 -4.03217
C -1.44337 -4.33047 -3.25133
H -3.63437 -4.96439 -0.63235
H -3.74330 -3.75174 0.72066
H -2.38408 -4.88993 0.66050
H 0.04777 -4.85533 -0.24936
H 1.43138 -6.35569 -1.64220
H 0.98997 -6.54139 -4.07098
H -0.83390 -5.22933 -5.09783
H -2.24031 -3.72900 -3.66895
```

Kohn-Sham gap	0.244	Eh
total charge	-1
F_max	1.166	eV/A
energy above the lowest of the compared OMol25 structures with the same formula, charge and spin	74.0	kJ/mol

---

# C21H42F3NO16

C21H42F3NO16 as an isolated structure (ωB97M-V/def2-TZVPD, the Open Molecules 2025 dataset).

```
83
Properties=species:S:1:pos:R:3
N -1.11251 3.72651 -3.58743
H -1.99368 4.21717 -3.70796
H -0.65703 3.87878 -2.61876
H -0.43201 4.15318 -4.13705
H -1.19708 2.75891 -3.66080
O 0.07537 1.78167 -1.74719
H 0.21759 1.51745 -0.87321
C -0.32955 4.81907 0.63942
C 0.94298 3.99625 0.86901
O 0.69447 3.07754 1.87301
C -0.42377 3.56472 2.57011
O -0.83526 2.97896 3.59205
O -1.01981 4.60526 1.86561
F 2.05069 4.74483 1.02224
H -0.97858 4.52726 -0.18483
H 0.16538 5.94940 0.63929
H 0.69185 3.44517 -0.07534
C 0.56421 -1.52371 -3.33917
C -0.81398 -0.95886 -3.71299
O -1.73259 -2.05802 -3.48863
C -1.10078 -2.93469 -2.68373
O -1.67534 -3.85260 -2.14124
O 0.13058 -2.57977 -2.49932
F -0.88754 -0.61763 -4.98541
H 1.28258 -0.90580 -2.71572
H 1.08832 -2.00874 -4.29666
H -1.09732 -0.06566 -3.11612
C 3.62082 0.77158 -1.55501
C 3.59594 1.88315 -2.60231
O 3.86323 1.18040 -3.80724
C 3.97772 -0.01992 -3.63752
O 3.99246 -0.78509 -4.55411
O 3.78900 -0.44479 -2.32582
F 4.51907 2.89463 -2.52267
H 2.75018 0.63222 -0.85641
H 4.55173 1.00897 -0.86799
H 2.67269 2.32739 -2.69097
C 4.59650 -4.92477 -0.32560
O 4.08855 -3.83551 0.43680
C 3.28068 -3.00240 -0.36963
C 2.50648 -1.91560 0.44085
O 3.26446 -1.28820 1.31222
C 2.48052 -0.26074 1.91797
C 3.46043 0.80906 2.53692
O 4.30860 1.29006 1.48834
C 4.97928 2.48890 1.90000
H 3.88512 -5.35136 -0.73995
H 5.31936 -5.81928 0.43255
H 5.49321 -4.82238 -1.00765
H 2.34644 -3.54204 -0.96461
H 3.91722 -2.74214 -1.08903
H 1.53885 -2.29338 0.81282
H 2.16015 -1.40102 -0.42329
H 1.76209 -0.63876 2.55007
H 1.95467 0.31288 1.19774
H 3.85533 0.32096 3.19575
H 2.80474 1.42067 3.02984
H 4.34157 3.29141 1.86514
H 5.99469 2.63057 1.28549
H 5.32669 2.57174 2.83500
C -1.49615 0.03362 1.09064
O -2.95525 -0.03904 1.20358
C -3.41953 0.42862 2.43600
C -4.92301 0.36320 2.43722
O -5.31857 -0.74239 2.16796
C -6.71660 -0.96400 2.24490
C -6.90430 -2.51602 2.26521
O -6.01289 -3.10140 1.29245
C -6.36598 -4.47181 1.14302
H -0.92977 -0.41856 1.81616
H -1.34996 1.00962 1.02645
H -1.16823 -0.44298 0.18511
H -2.86173 1.46506 2.57882
H -3.16831 -0.09413 3.24341
H -5.37940 1.14986 1.77443
H -5.37766 0.74377 3.25143
H -7.28775 -0.45282 1.68930
H -7.06177 -0.82717 3.32267
H -7.97760 -2.58530 1.79229
H -6.79519 -2.82763 3.24611
H -7.22965 -4.59698 0.89484
H -6.09139 -5.20850 2.04160
H -5.82497 -4.88888 0.45951
```

Kohn-Sham gap	0.273	Eh
F_max	12.300	eV/A
energy above the lowest of the compared OMol25 structures with the same formula, charge and spin	466.2	kJ/mol

---

# C44H125N7O23

A 15-piece molecular cluster, C44H125N7O23 overall (ωB97M-V/def2-TZVPD, the Open Molecules 2025 dataset).

```
199
Properties=species:S:1:pos:R:3
O 1.77312 -3.88433 2.30575
H 1.83751 -4.10576 1.38105
H 1.30897 -4.63933 2.72708
O 1.44082 -4.11858 -0.80466
H 0.82551 -3.41984 -0.59540
H 2.09959 -3.71900 -1.32296
O -6.69138 2.21123 -0.05681
H -5.95821 2.64490 -0.51817
H -6.77497 1.34018 -0.51919
O -2.00457 3.69032 0.41667
H -1.62588 3.72179 1.31629
H -1.40928 4.27750 -0.19297
O -4.45907 4.06808 -0.87102
H -4.67844 5.02712 -0.97646
H -3.91169 4.06929 -0.05502
O 1.81578 1.99831 4.57175
H 1.58484 1.06865 4.53366
H 2.53242 2.07607 5.24724
O -0.44361 -1.75485 -1.55882
H -1.15232 -2.01686 -2.13952
H -0.57463 -0.84757 -1.24116
C -1.03582 6.39620 2.43171
O -1.03224 4.99336 2.66834
C -0.32751 4.60895 3.86309
C 1.05010 5.19821 3.97447
N 1.80428 4.87744 2.83221
C 3.21000 5.30893 2.75409
C 3.86060 4.47599 1.62143
O 3.76635 3.05745 1.88874
C 4.79105 2.35980 1.12030
H -0.08967 6.73143 1.94824
H -1.18348 6.96412 3.30271
H -1.85323 6.62078 1.79842
H -0.23084 3.53171 3.73783
H -0.99066 4.77387 4.70113
H 1.54156 5.00757 4.91532
H 0.84089 6.26899 3.93024
H 1.81944 3.87454 2.90471
H 3.72808 5.13880 3.65077
H 3.41685 6.29694 2.44359
H 4.89961 4.79218 1.47789
H 3.40872 4.69792 0.71669
H 4.46677 2.48305 0.07130
H 4.86124 1.29366 1.34012
H 5.70918 2.90328 1.16727
C 6.47801 -2.42424 1.45070
O 7.57872 -2.36143 2.35993
C 7.19188 -1.87608 3.62622
C 8.07366 -2.52154 4.69340
N 7.91902 -3.96186 4.54663
C 8.64548 -4.72767 5.50866
C 10.14393 -4.87864 5.22083
O 10.19866 -5.76875 4.10154
C 11.44710 -6.10110 3.57535
H 6.90984 -2.66697 0.45665
H 6.03533 -1.36401 1.45818
H 5.65265 -3.04115 1.80225
H 6.15701 -2.16170 3.80696
H 7.30038 -0.71839 3.58586
H 7.81281 -2.12541 5.72160
H 9.16469 -2.18147 4.62907
H 8.09525 -4.26990 3.62838
H 8.27409 -5.75445 5.46063
H 8.48790 -4.23800 6.40606
H 10.67949 -5.31673 6.11289
H 10.57206 -3.89860 4.85659
H 12.01466 -6.80910 4.29012
H 12.03445 -5.23096 3.29596
H 11.20767 -6.65345 2.66707
C 2.60035 6.82280 -4.01036
O 1.59517 6.11663 -3.36007
C 1.75458 6.17227 -1.95226
C 1.03682 5.00458 -1.36249
N -0.42882 4.95436 -1.60463
C -0.81448 4.24942 -2.80770
C -2.23276 4.62517 -3.29589
O -2.38024 6.03793 -3.26666
C -1.79963 6.76471 -4.29081
H 2.70380 6.44503 -4.99235
H 3.58215 6.75938 -3.52240
H 2.29017 7.86969 -4.07858
H 1.36767 7.14306 -1.46225
H 2.90510 6.09699 -1.80138
H 1.25491 4.91954 -0.36144
H 1.46162 4.16407 -1.91473
H -0.70345 5.90066 -1.56869
H -0.76013 3.15311 -2.62483
H -0.11656 4.55460 -3.54826
H -3.09609 4.23271 -2.68013
H -2.46268 4.21117 -4.29851
H -2.00569 6.42080 -5.33557
H -0.69681 6.83468 -4.17776
H -2.23052 7.75175 -4.33830
C -2.93041 0.72880 -3.10127
O -2.76685 0.18711 -1.82404
C -3.10046 0.98111 -0.71452
C -2.53254 0.30423 0.55441
N -1.09866 0.38590 0.57791
C -0.64583 0.05543 1.90710
C 0.82301 -0.12263 1.88361
O 1.31839 -0.39285 3.14647
C 2.71217 -0.65302 3.11730
H -3.10291 -0.14448 -3.82236
H -2.12570 1.40701 -3.45332
H -3.89273 1.28793 -3.12545
H -4.14104 1.10036 -0.71054
H -2.62933 1.97991 -0.93353
H -2.85913 -0.76540 0.55790
H -2.83442 0.77755 1.45831
H -0.94561 1.39194 0.45793
H -1.08150 -0.81178 2.40041
H -0.96171 0.77054 2.65932
H 1.31855 0.78508 1.52372
H 0.92105 -0.99563 1.21796
H 2.93443 -1.49463 2.47141
H 2.93328 -1.02698 4.10567
H 3.21643 0.30502 2.86804
C -6.39934 -4.03673 -4.46289
O -5.32919 -4.05589 -3.57112
C -4.10676 -4.05196 -4.31475
C -3.13232 -4.71410 -3.40587
N -2.79394 -3.94968 -2.23064
C -2.01011 -4.71856 -1.23048
C -2.16781 -4.09170 0.14532
O -3.32283 -4.65846 0.78053
C -3.22658 -5.84053 1.54483
H -7.32686 -3.88671 -3.88620
H -6.53025 -4.97165 -4.99110
H -6.30102 -3.13939 -5.05903
H -3.72465 -3.08606 -4.67552
H -4.20203 -4.69449 -5.15322
H -2.18186 -4.88323 -3.93908
H -3.60994 -5.71511 -3.12583
H -3.64830 -3.49460 -1.83528
H -0.99750 -4.73221 -1.62684
H -2.22317 -5.81898 -1.19659
H -2.28923 -3.02233 0.02534
H -1.21114 -4.13067 0.73469
H -4.18498 -6.06769 2.00977
H -2.40822 -5.59794 2.25996
H -2.76806 -6.77703 0.95872
C 2.25408 0.98885 -1.97758
O 3.16477 -0.01968 -2.27520
C 3.32346 -0.87053 -1.15223
C 4.24778 -1.95338 -1.57442
N 3.57866 -2.62749 -2.71547
C 4.37221 -3.47820 -3.59757
C 4.73833 -4.70163 -2.76180
O 4.76180 -5.85670 -3.62329
C 4.89766 -7.03609 -2.90222
H 1.19677 0.65949 -1.92319
H 2.34324 1.78145 -2.77467
H 2.41035 1.52225 -1.06583
H 2.39416 -1.33955 -0.90371
H 3.66052 -0.28676 -0.31979
H 4.45619 -2.59951 -0.71947
H 5.20402 -1.51973 -1.88489
H 3.10150 -1.90035 -3.26892
H 5.26074 -2.95697 -3.99550
H 3.78129 -3.76477 -4.47567
H 3.92515 -4.79903 -2.02950
H 5.66112 -4.71205 -2.16906
H 5.78319 -6.92695 -2.27713
H 4.98729 -7.83528 -3.62590
H 3.99459 -7.24386 -2.30567
C -6.86659 1.86001 -5.20093
O -6.67263 0.68519 -4.52503
C -7.42241 0.51937 -3.37641
C -6.81054 -0.66095 -2.73630
N -7.07826 -0.77703 -1.36366
C -6.26245 -1.81773 -0.77408
C -6.50203 -1.89546 0.69877
O -7.90468 -2.21413 0.74891
C -8.25726 -2.66425 2.03070
H -6.59073 2.69700 -4.52537
H -7.97388 1.95820 -5.49451
H -6.24597 1.81860 -6.13472
H -8.47351 0.46025 -3.62228
H -7.25385 1.34958 -2.66586
H -5.74400 -0.57853 -2.94205
H -7.07625 -1.58846 -3.29562
H -8.07123 -0.98826 -1.28839
H -5.22921 -1.67705 -0.94808
H -6.51497 -2.81031 -1.25767
H -6.45428 -0.89684 1.10753
H -5.96187 -2.64875 1.22025
H -7.55505 -3.47768 2.38333
H -9.27708 -3.07185 2.02006
H -8.23367 -1.88567 2.79876
C -5.58640 2.18698 3.30850
C -4.25730 2.50298 4.05436
O -3.32171 3.16244 3.17479
O -5.35859 1.23734 2.24461
H -5.87587 3.15368 2.88389
H -6.26449 1.85141 4.12187
H -3.83823 1.62074 4.52943
H -4.40983 3.24924 4.85974
H -3.53539 2.85816 2.27559
H -5.91604 1.55741 1.51795
```

Kohn-Sham gap	0.328	Eh
F_max	3.404	eV/A
energy above the lowest of the compared OMol25 structures with the same formula, charge and spin	421.2	kJ/mol

---

# C11H21CeF5IO2P2

C11H21CeF5IO2P2 as an isolated structure (ωB97M-V/def2-TZVPD, the Open Molecules 2025 dataset).

```
43
Properties=species:S:1:pos:R:3
C -0.07045 -0.03023 -5.84434
C -0.05923 1.00935 -4.84362
H -0.07116 0.46513 -6.85042
H -0.99319 -0.64459 -5.70131
H 0.84411 -0.65805 -5.70774
O -0.04626 1.83692 -4.03586
I -0.05556 -2.11479 -2.26436
Ce -0.01295 -0.80390 0.31797
P 2.71767 0.04367 0.23528
C 3.58960 1.33551 1.17897
C 3.60126 -1.43522 0.86444
H 4.65338 -1.24642 0.62296
H 4.56878 -0.11001 -1.33475
H 3.27167 -2.35048 0.35930
H 2.99431 -0.46529 -2.11796
H 3.24922 1.31011 2.21885
H 3.46455 -1.54689 1.94881
C 3.51324 0.18739 -1.40499
H 4.67518 1.18060 1.14950
H 3.43045 1.22938 -1.73671
H 3.34328 2.31007 0.74840
P -2.73176 0.00323 0.34417
C -3.51351 1.36552 1.28040
C -3.52406 0.16856 -1.29936
H -3.37973 -2.35903 0.47005
H -4.70699 -1.20658 0.78805
H -3.47217 -1.56517 2.07063
C -3.65394 -1.43783 0.99370
H -3.03960 -0.50490 -2.01407
H -4.58962 -0.09081 -1.20954
H -4.60984 1.29814 1.23808
H -3.17721 2.31753 0.85772
H -3.40569 1.20570 -1.64310
H -3.17999 1.30695 2.32224
C -0.13140 1.59101 0.96250
O -0.14217 2.73180 1.14605
F -0.26483 -2.20156 2.72997
C -0.45987 -0.79181 2.90038
F -1.70603 -0.68306 3.50516
C 0.52498 -0.29230 3.93856
F 0.38938 -0.89411 5.14312
F 1.82135 -0.50673 3.55181
F 0.34480 1.04314 4.12106
```

Kohn-Sham gap (spin up / spin down)	0.247 / 0.247	Eh
total charge	+2
F_max	5.463	eV/A
spin multiplicity	2

---

Question: What is the F_max in the fourth record?
Answer: 12.300 eV/A